C21H17IrN2O | the ωB97M-V functional and the def2-TZVPD basis

- total charge = +3
- Kohn-Sham gap (spin up / spin down) (eV) = 6.30 / 4.71
- spin multiplicity = 2
- DFT total energy (hartree) = -1098.42519

Structure (XYZ):
```
42
Properties=species:S:1:pos:R:3:forces:R:3
Ir 0.781794 -0.210632 -0.385047 0.14 1.65 0.90
O 2.242900 -0.798635 -1.727455 -0.04 0.01 0.38
C 2.279409 -2.154903 -2.254522 -0.66 -0.26 0.25
C 0.962596 -2.770244 -1.803700 0.56 -0.04 -0.14
C 0.552124 -4.025219 -2.215312 0.01 0.28 0.13
C -0.608205 -4.566556 -1.676162 0.04 0.02 -0.02
C -1.328310 -3.839543 -0.737910 -0.05 0.18 0.09
C -0.884354 -2.584623 -0.374229 -0.46 -0.26 0.01
N 0.227152 -2.055820 -0.902799 0.64 -0.19 -0.07
H 3.124055 -0.402380 -1.663106 0.10 0.06 -0.08
H 3.143252 -2.672128 -1.828623 -0.15 -0.07 -0.03
H 2.376550 -2.098671 -3.340012 -0.07 -0.04 0.06
H 1.140112 -4.577073 -2.935693 0.04 0.01 -0.03
H -0.943305 -5.549807 -1.980950 0.01 0.00 0.00
H -2.231264 -4.234195 -0.294952 -0.02 0.01 0.02
H -1.411069 -1.956087 0.332869 -0.05 -0.10 0.00
C 2.124250 -1.165787 3.589830 0.46 -1.01 -1.23
C 1.595313 -0.115383 4.343095 -0.44 0.83 0.52
C 0.840063 0.886697 3.741825 -0.11 0.17 -0.07
C 0.626781 0.823474 2.382380 -0.59 0.55 -0.79
C 1.179942 -0.253265 1.579780 0.07 -0.72 -0.87
C 1.931795 -1.249795 2.214903 0.07 0.14 0.54
C -0.182148 1.761269 1.573846 0.86 -1.52 -0.32
C -0.812192 2.846838 2.046977 -1.11 1.65 -0.03
C -1.586153 3.641982 1.152129 0.58 -0.08 2.15
C -1.678727 3.309099 -0.157664 -1.22 1.24 -1.58
C -2.465877 4.118274 -1.071888 0.40 -0.51 0.18
C -2.548567 3.778114 -2.398677 -0.55 1.08 0.92
C -1.876353 2.667366 -2.852234 1.31 -1.71 0.40
C -1.106166 1.866580 -1.986342 -0.47 0.30 -0.89
C -1.003980 2.179849 -0.631585 0.50 -0.99 -0.85
N -0.247762 1.403592 0.233005 0.20 -0.68 0.31
H 2.703593 -1.930773 4.093003 0.00 0.00 -0.02
H 1.779178 -0.095990 5.411185 -0.04 0.06 -0.01
H 0.423242 1.690208 4.337011 0.06 -0.07 0.00
H 2.376071 -2.069068 1.668838 -0.03 -0.04 -0.08
H -0.730925 3.103096 3.091922 -0.08 0.14 0.01
H -2.111648 4.520940 1.507215 0.06 -0.03 0.17
H -2.982444 4.992888 -0.693761 0.07 -0.06 0.08
H -3.129480 4.368182 -3.092499 -0.05 0.09 0.05
H -1.950675 2.419310 -3.901868 0.13 -0.18 -0.02
H -0.590564 0.998818 -2.392825 -0.09 0.08 -0.04
```
Forces are in eV/Å.

Which charges does Löwdin predict for the atoms? In e, they are: 1.473 -0.176 -0.053 -0.190 0.048 0.042 0.020 -0.069 -0.090 0.153 0.160 0.160 0.150 0.147 0.141 0.131 0.037 0.070 0.046 -0.106 -0.151 -0.032 -0.192 0.073 0.118 -0.131 0.076 -0.011 0.019 0.001 -0.192 -0.049 0.147 0.153 0.142 0.119 0.138 0.158 0.144 0.141 0.138 0.096

---

H2O2Si2 | the ωB97M-V functional and the def2-TZVPD basis

- total charge = 0
- Kohn-Sham gap (spin up / spin down) (eV) = 7.65 / 8.12
- energy relative to the best compared isomer or geometry (same formula, charge and spin) (kJ/mol) = 348.45
- DFT total energy (hartree) = -730.55083

Structure (XYZ):
```
6
Properties=species:S:1:pos:R:3:forces:R:3
O -2.177125 -0.782595 0.541214 -0.95 -0.35 -0.21
O 0.364106 0.107676 -0.300096 0.72 0.23 -0.64
Si 1.451515 0.482268 -1.518168 0.45 0.08 0.33
Si -0.772990 -0.282563 0.719050 0.63 0.22 1.82
H 0.467840 0.314590 -2.617560 -0.38 -0.04 -0.55
H 0.666653 0.160624 3.175561 -0.47 -0.14 -0.75
```
Forces are in eV/Å.

Which charges does Löwdin predict for the atoms? In e, they are: -0.378 -0.631 0.710 0.407 -0.169 0.061

---

CH4Br2N | the ωB97M-V functional and the def2-TZVPD basis

- total charge = +1
- Kohn-Sham gap (eV) = 8.50
- energy relative to the best compared isomer or geometry (same formula, charge and spin) (kJ/mol) = 0.00
- DFT total energy (hartree) = -5242.99137

Structure (XYZ):
```
8
Properties=species:S:1:pos:R:3:forces:R:3
C -1.515390 -0.405428 -0.261557 0.25 -0.04 -0.79
N -0.646976 0.283246 0.394254 -2.40 2.67 -0.32
Br 3.264377 -0.315181 -0.483966 0.12 0.33 0.60
Br -2.928265 0.341034 -1.222906 0.73 -0.38 0.89
H -1.355760 -1.484261 -0.398804 -0.07 0.46 0.14
H 0.206948 -0.098643 0.736877 0.76 -0.50 0.46
H 3.840609 0.347339 0.668120 -0.23 -0.32 -0.55
H -0.865544 1.331893 0.567984 0.84 -2.23 -0.43
```
Forces are in eV/Å.

Which charges does Löwdin predict for the atoms? In e, they are: -0.521 0.148 0.295 0.914 0.112 0.100 -0.246 0.198

---

C5H10O2 | the ωB97M-V functional and the def2-TZVPD basis

- total charge = 0
- Kohn-Sham gap (eV) = 10.25
- energy relative to the best compared isomer or geometry (same formula, charge and spin) (kJ/mol) = 298.65
- DFT total energy (hartree) = -346.91168

Structure (XYZ):
```
17
Properties=species:S:1:pos:R:3:forces:R:3
C -1.198960 0.687852 1.451706 -0.31 -0.33 -0.15
C -1.241281 0.534250 0.131278 -0.38 0.57 0.63
O -0.722669 1.496600 -0.666721 -0.07 0.33 -0.04
C 0.337174 1.076071 -1.503796 0.21 -0.09 -0.40
C 1.522504 0.596611 -0.689330 0.13 -0.14 -0.14
H -1.762016 0.015994 2.083636 0.07 -0.09 0.08
H -0.663991 1.506928 1.924823 -0.10 -0.10 -0.23
H -1.798968 -0.251253 -0.384437 0.18 -0.04 0.12
H -0.022312 0.296792 -2.199353 0.14 0.15 0.14
H 0.597820 1.967976 -2.084428 -0.04 -0.24 0.04
H 1.337677 -0.389123 -0.233955 0.13 0.53 -0.07
H 2.376310 0.495603 -1.359356 0.10 -0.07 0.03
H 1.775533 1.348641 0.070018 -0.08 -0.28 -0.09
C -0.295016 -2.363580 0.722009 0.64 -0.79 0.11
O 0.567140 -2.671062 -0.065311 -0.61 0.27 0.18
H -0.028920 -1.965973 1.717674 -0.14 0.13 -0.13
H -1.368143 -2.574085 0.539488 0.13 0.21 -0.10
```
Forces are in eV/Å.

Which charges does Löwdin predict for the atoms? In e, they are: 0.034 -0.276 -0.122 -0.256 -0.071 0.055 0.074 0.120 0.124 0.121 0.050 0.078 0.088 -0.169 -0.018 0.081 0.088

---

C2H3Br3Si | the ωB97M-V functional and the def2-TZVPD basis

- total charge = 0
- Kohn-Sham gap (eV) = 8.52
- energy relative to the best compared isomer or geometry (same formula, charge and spin) (kJ/mol) = 563.00
- DFT total energy (hartree) = -8089.43471

Structure (XYZ):
```
9
Properties=species:S:1:pos:R:3:forces:R:3
C 0.124267 -0.055392 -0.460231 1.58 0.65 -1.51
C -1.143935 -0.181979 -0.692502 -1.94 0.27 -2.12
Si 0.941466 0.020550 1.236503 1.56 0.02 -2.98
Br 1.370643 0.661210 -2.271563 -1.57 -0.95 2.63
Br -2.006196 0.299946 -2.338301 0.27 -0.13 0.08
Br -2.500704 -0.817305 0.453837 0.59 -0.05 0.70
H 0.176620 1.140250 1.725198 0.17 0.53 0.83
H 2.305153 0.190250 0.486501 -0.67 0.12 1.76
H 0.732685 -1.257530 1.860560 0.01 -0.46 0.60
```
Forces are in eV/Å.

Which charges does Löwdin predict for the atoms? In e, they are: -0.719 -1.317 0.621 0.322 0.602 0.671 -0.057 -0.048 -0.075

---

C4H12NO | the ωB97M-V functional and the def2-TZVPD basis

- total charge = +1
- Kohn-Sham gap (eV) = 10.67
- energy relative to the best compared isomer or geometry (same formula, charge and spin) (kJ/mol) = 202.85
- DFT total energy (hartree) = -289.29760

Structure (XYZ):
```
18
Properties=species:S:1:pos:R:3:forces:R:3
C -0.311208 -1.945426 -2.079598 1.39 0.61 1.50
N 0.775754 -1.280184 -1.805079 -2.21 -0.94 0.44
H -0.326486 -3.055612 -2.155109 0.07 0.95 -0.24
H -1.261240 -1.384800 -1.991801 0.51 -0.42 -0.72
H 0.645163 -0.105315 -1.460871 0.38 -0.62 -0.81
H 1.604377 -1.823620 -1.574605 0.14 0.04 -0.58
C -0.439976 1.079221 0.016020 -0.89 0.54 -1.06
O 0.346308 1.118788 -1.243405 0.06 -0.45 0.55
C 0.262245 0.339807 1.078457 0.81 -1.75 1.50
C -0.027391 0.799042 2.538381 -1.07 -1.46 -0.31
H -0.611191 2.135311 0.237692 -0.29 -0.28 0.23
H -1.345170 0.534415 -0.301885 -0.15 0.65 0.63
H -0.318053 1.323547 -1.907377 0.14 0.44 -0.52
H 0.044059 -0.763351 1.000117 0.05 0.97 0.08
H 1.342763 0.393319 0.936550 0.11 0.30 -0.13
H -1.102770 0.658721 2.804868 0.68 0.19 -0.34
H 0.515822 0.140001 3.247582 -0.08 0.68 -0.48
H 0.206990 1.836131 2.660070 0.35 0.53 0.26
```
Forces are in eV/Å.

Which charges does Löwdin predict for the atoms? In e, they are: 0.104 0.123 0.122 0.108 0.064 0.134 -0.182 -0.029 -0.257 -0.075 0.142 0.129 0.130 0.120 0.119 0.091 0.090 0.068

---

H6N3PS | the ωB97M-V functional and the def2-TZVPD basis

- total charge = 0
- Kohn-Sham gap (eV) = 9.56
- energy relative to the best compared isomer or geometry (same formula, charge and spin) (kJ/mol) = 167.97
- DFT total energy (hartree) = -907.41466

Structure (XYZ):
```
11
Properties=species:S:1:pos:R:3:forces:R:3
N -1.032476 1.568226 -1.548424 1.11 -0.13 4.27
N 1.446561 -1.508649 0.432997 -0.99 0.48 0.34
N -0.548364 1.249824 0.827934 0.91 1.59 -1.30
P -1.095940 0.423603 -0.471686 -0.50 1.09 -0.10
S -1.838122 -1.365963 -0.372779 0.45 1.27 0.00
H -1.265503 1.234758 -2.388057 -1.18 -1.40 -4.49
H 1.764207 -1.960768 1.250756 0.37 -0.57 0.73
H 1.295177 -2.138835 -0.316057 0.09 -0.46 -0.62
H -0.129268 2.191327 0.595500 -0.91 -1.70 0.34
H -0.622195 1.048745 1.780227 -0.11 -0.77 1.27
H 2.025922 -0.742266 0.209585 0.77 0.60 -0.45
```
Forces are in eV/Å.

Which charges does Löwdin predict for the atoms? In e, they are: -0.209 0.018 -0.158 0.181 0.169 -0.102 -0.002 -0.008 0.088 0.027 -0.004

---

Question: What is the total charge in the first record?
Answer: +3